91
Properties=species:S:1:pos:R:3 method="wB97M-V/def2-TZVPD" energy_ha=-2112.73316 multiplicity=1 max_force_ha_per_bohr=0.080 total_charge=+1
C 6.71234 0.34716 0.58358
C 5.34904 -0.04941 0.76629
C 4.21401 0.92638 0.80638
C 4.34698 2.38179 0.61418
C 3.18722 3.29021 0.66923
C 3.30999 4.84533 0.43458
C 2.21297 5.29117 -0.60849
O 1.96820 6.43151 -0.75705
F 1.55397 4.35213 -1.39731
N 1.96361 2.79902 0.93624
N 1.87427 1.50576 1.12657
C 2.78533 0.50530 1.08626
C 2.37772 -0.99232 1.31430
C 1.60599 -1.46736 -0.02089
C 0.20766 -2.14258 0.28647
C -0.93849 -1.04512 0.34114
C -2.30001 -1.84367 0.66134
C -3.45124 -1.39697 -0.31974
C -4.22117 -0.11952 0.23412
S -5.73982 -0.72684 1.08178
C -6.96244 0.60922 1.18602
N -7.69419 1.18137 0.18698
N -8.43212 2.12633 0.82760
C -8.20703 2.12122 2.14904
O -7.24915 1.16097 2.41206
H 7.35805 0.68087 1.44012
H 7.17284 0.28702 -0.43868
H 5.16932 -1.15212 0.91672
H 5.34626 2.83463 0.39053
H 3.24943 5.42430 1.39007
H 4.29311 5.02432 -0.08713
H 0.92069 1.18076 1.35038
H 3.27373 -1.63493 1.48517
H 1.69599 -1.07599 2.21267
H 1.39954 -0.55473 -0.65215
H 2.31395 -2.11682 -0.59798
H -0.04465 -2.79404 -0.60203
H 0.25404 -2.76693 1.22124
H -0.75086 -0.23968 1.10318
H -1.07788 -0.59923 -0.68157
H -2.10847 -2.94378 0.49228
H -2.59375 -1.67929 1.73238
H -3.11844 -1.27459 -1.38884
H -4.21043 -2.23714 -0.32835
H -3.51786 0.43966 0.92181
H -4.51855 0.58391 -0.58597
H -8.63157 2.74423 2.96135
C -4.98952 -8.04091 2.92933
C -4.55091 -6.58889 3.06798
N -5.60411 -5.62129 2.79343
C -5.11119 -4.25434 2.69080
C -4.50736 -3.61764 3.94545
C -6.83454 -5.78178 3.55763
C -6.73690 -5.71958 5.08446
H -5.38327 -8.24140 1.93085
H -4.13432 -8.70028 3.09239
H -5.74904 -8.31184 3.66549
H -3.73872 -6.43037 2.35044
H -4.11707 -6.44821 4.06755
H -5.91597 -3.60956 2.32369
H -4.35048 -4.22945 1.90042
H -5.27560 -3.30766 4.65121
H -3.95744 -2.71243 3.66993
H -3.80424 -4.27954 4.45351
H -7.28571 -6.74011 3.28553
H -7.56595 -5.03979 3.22096
H -5.87522 -6.26562 5.47277
H -7.63022 -6.16560 5.52922
H -6.68654 -4.69156 5.44376
C 3.92487 3.12012 -3.27423
C 4.47914 4.43324 -3.81103
N 5.89540 4.38716 -4.14249
C 6.46130 5.70454 -4.41909
C 5.94244 6.46158 -5.64324
C 6.30247 3.33058 -5.06078
C 5.65080 3.30178 -6.44575
H 4.47339 2.79286 -2.38529
H 2.87850 3.25004 -2.99467
H 3.96135 2.32331 -4.01990
H 4.32987 5.18763 -3.03003
H 3.86824 4.74620 -4.66741
H 7.54962 5.61704 -4.49575
H 6.29313 6.33344 -3.53736
H 6.35888 6.06784 -6.56848
H 6.25200 7.50819 -5.58569
H 4.85371 6.45151 -5.71128
H 6.11751 2.36535 -4.57893
H 7.38983 3.36100 -5.18376
H 4.57733 3.49597 -6.40913
H 5.78624 2.31507 -6.89630
H 6.11019 4.02191 -7.12211

---

97
Properties=species:S:1:pos:R:3 method="wB97M-V/def2-TZVPD" energy_ha=-3074.15517 multiplicity=1 max_force_ha_per_bohr=0.153 total_charge=0 smiles="C=CC(=O)OCCCCCCC1=C(I)C(=O)C=C(CCN)C1=O.CCOP(=O)(OCC)OCC.CCOP(=O)(OCC)OCC"
C -1.12560 -4.85251 -3.53187
C -0.21520 -5.38136 -2.69882
C -0.35962 -6.81017 -2.17610
O -0.75408 -7.62380 -2.93088
O -0.00421 -7.11774 -0.87596
C -1.21388 -7.16671 -0.08334
C -0.99494 -7.90134 1.25846
C -0.08862 -7.10457 2.26693
C -0.26771 -5.55918 2.18614
C -1.72071 -5.07906 2.46570
C -2.07469 -3.70432 1.79537
C -0.85878 -2.76291 1.75070
C -0.43843 -2.16857 2.87932
I -1.33283 -2.38202 4.79537
C 0.76793 -1.24148 2.78562
O 0.96500 -0.40296 3.61144
C 1.73188 -1.33157 1.60509
C 1.31641 -1.88783 0.46601
C 2.09966 -2.03759 -0.83651
C 3.46142 -1.28044 -0.91302
N 3.42294 0.14825 -0.52006
C -0.11617 -2.44766 0.46138
O -0.65838 -2.65339 -0.58148
H -0.81070 -4.28417 -4.41873
H -2.19689 -5.03885 -3.34940
H 0.64644 -4.76740 -2.38918
H -1.94259 -7.77668 -0.66447
H -1.69115 -6.16870 0.02931
H -1.99770 -8.06842 1.70020
H -0.53018 -8.88263 1.05034
H 0.96055 -7.38415 2.04203
H -0.34736 -7.45768 3.28687
H 0.43135 -5.11145 2.92589
H 0.11321 -5.24080 1.18777
H -2.43253 -5.81890 2.04277
H -1.86025 -5.03914 3.56291
H -2.47757 -3.90858 0.78777
H -2.84961 -3.21364 2.41848
H 2.74284 -0.92306 1.69320
H 2.29041 -3.10567 -1.07405
H 1.45109 -1.64181 -1.64999
H 4.26766 -1.84145 -0.39363
H 3.75787 -1.29525 -1.98713
H 2.49171 0.44357 -0.23588
H 3.99092 0.20180 0.32567
C -2.65289 6.33853 1.44851
C -2.79832 6.97853 2.81722
O -2.80992 5.98954 3.84526
P -1.38355 5.36959 4.36604
O -0.81957 6.53793 5.12740
O -1.94205 4.51109 5.66659
C -1.22159 4.52460 6.89974
C -1.96956 5.35528 7.92179
O -1.60691 4.01748 3.41832
C -0.96848 2.78401 3.78928
C -2.03321 1.77972 4.16961
H -1.66874 5.87628 1.33768
H -2.77258 7.08403 0.66005
H -3.39527 5.55191 1.30943
H -2.00074 7.70427 2.99952
H -3.75121 7.50543 2.87730
H -0.20279 4.88775 6.76313
H -1.15455 3.48870 7.24768
H -2.11763 6.37545 7.56573
H -1.42591 5.38986 8.86823
H -2.96075 4.93508 8.10144
H -0.25350 2.93024 4.60046
H -0.41596 2.42055 2.92015
H -2.60321 2.11642 5.03598
H -1.58816 0.81160 4.39912
H -2.75153 1.65566 3.35614
C 3.43242 3.24222 -2.33487
C 1.95419 2.89796 -2.38506
O 1.46045 3.00141 -3.71970
P 1.72306 1.75629 -4.75189
O 0.78833 0.71453 -4.19746
O 0.76773 2.26125 -6.00552
C -0.06157 1.32735 -6.69916
C -1.51200 1.55411 -6.32690
O 3.00236 2.57483 -5.44029
C 3.38117 2.27899 -6.79327
C 3.10773 3.49460 -7.65180
H 4.02237 2.49221 -2.86651
H 3.78395 3.28661 -1.30284
H 3.62056 4.20267 -2.81682
H 1.76906 1.89671 -1.98831
H 1.39012 3.60922 -1.78004
H 0.24227 0.29924 -6.50084
H 0.07400 1.50648 -7.77070
H -1.66075 1.45677 -5.25084
H -2.16093 0.83885 -6.83650
H -1.82103 2.56466 -6.59961
H 2.85867 1.39923 -7.17319
H 4.45113 2.05926 -6.79891
H 2.04510 3.73714 -7.66300
H 3.43905 3.33043 -8.67820
H 3.62225 4.36944 -7.24979

---

93
Properties=species:S:1:pos:R:3 method="wB97M-V/def2-TZVPD" energy_ha=-3509.54072 multiplicity=6 max_force_ha_per_bohr=0.083 s_squared=8.774 total_charge=-1
Ir 10.11794 11.05430 14.11720
C 14.19388 12.03122 15.17248
Si 14.47040 10.21145 14.77106
C 14.47409 9.98467 12.87911
C 16.24363 9.71937 15.40861
C 13.01916 9.20133 15.51434
Si 11.88838 9.29251 18.32656
C 11.26768 10.52427 19.65291
C 12.60420 7.57980 18.77056
C 10.08799 8.76374 18.19580
Si 12.70111 7.50033 14.75024
C 14.35653 6.55124 14.59226
C 11.44627 6.37531 15.59546
C 12.05557 7.62142 12.99812
C 12.65307 6.90024 11.93869
C 12.08767 6.96417 10.66071
C 10.93177 7.76645 10.48089
C 10.41804 8.47678 11.56935
N 11.03098 8.43536 12.76138
H 14.98228 12.54630 14.60862
H 14.32099 12.32635 16.20832
H 13.22086 12.38684 14.85241
H 15.07263 10.83345 12.46646
H 13.47681 10.02391 12.45660
H 14.99981 9.08162 12.57522
H 16.96772 10.16189 14.71137
H 16.41927 8.63660 15.42557
H 16.45795 10.09609 16.41277
H 12.04120 10.79868 20.38345
H 10.38127 10.22322 20.20207
H 10.99501 11.45181 19.17394
H 13.06871 7.58535 19.75289
H 13.38627 7.31826 18.07088
H 11.88411 6.75758 18.74568
H 9.40582 9.57540 18.05401
H 9.81224 8.26984 19.13518
H 9.93065 8.06415 17.38884
H 14.82883 6.48960 15.58492
H 15.02802 7.02976 13.89580
H 14.19698 5.54122 14.24963
H 11.79054 6.07588 16.60963
H 11.39361 5.50055 14.98001
H 10.40951 6.73688 15.70090
H 13.52004 6.23584 12.13461
H 12.55389 6.44513 9.83579
H 10.41065 7.77276 9.52872
H 9.58024 9.15647 11.50203
C 10.04634 11.18279 8.50638
Si 8.79128 12.53302 8.90483
C 7.10641 12.33218 8.02510
C 9.42207 14.32300 8.62879
C 8.38764 12.38847 10.70107
C 7.05352 12.56196 11.04262
C 6.56580 12.28535 12.34288
C 7.50626 11.90307 13.29484
N 8.81013 11.77048 12.92953
C 9.32907 12.00943 11.67818
S 11.02911 11.63547 11.73211
H 10.12883 11.11275 7.43510
H 9.69727 10.24778 8.90043
H 11.06620 11.31694 8.89570
H 7.21413 12.33852 6.94762
H 6.40518 13.14964 8.26866
H 6.63127 11.40447 8.29824
H 9.60414 14.54255 7.58418
H 10.32186 14.54422 9.18281
H 8.64160 15.03550 8.93313
H 6.38666 12.98642 10.26722
H 5.49833 12.35325 12.55101
H 7.23128 11.64718 14.31404
C 11.33608 14.22369 16.53726
C 10.30302 13.76168 15.50370
C 9.81494 14.85612 14.55565
C 9.12065 13.18948 16.33204
O 10.99443 12.65569 14.54574
H 10.89052 14.94065 17.22559
H 12.24695 14.65840 16.12972
H 11.61339 13.35337 17.15053
H 9.35939 15.70232 15.10490
H 9.04895 14.47050 13.89499
H 10.66992 15.20615 13.94940
H 8.79747 13.86708 17.13315
H 9.42150 12.22837 16.81760
H 8.23380 12.97099 15.73793
C 13.57328 10.15734 18.46662
C 11.96924 9.71434 16.23775
O 10.96947 10.45283 15.96218
H 13.92845 10.10104 19.49912
H 13.59191 11.21492 18.26153
H 14.33906 9.69679 17.86439
S 8.98439 8.95287 14.56196
C 7.92374 9.57476 15.71953
N 7.11288 9.99490 16.45986

---

90
Properties=species:S:1:pos:R:3 method="wB97M-V/def2-TZVPD" energy_ha=-4400.29978 multiplicity=1 max_force_ha_per_bohr=0.002 total_charge=-1
Au -0.03824 1.04591 -0.91064
C -0.35086 -0.93518 -1.28997
C -0.45442 -2.12390 -1.51355
C -0.58312 -3.53270 -1.74290
C -1.64812 -4.25381 -1.19302
C -1.75992 -5.61916 -1.40167
C -0.81478 -6.29403 -2.16327
C 0.24468 -5.58828 -2.71769
C 0.36049 -4.22290 -2.51075
H -2.38045 -3.72474 -0.59773
H -2.59048 -6.16046 -0.96504
H -0.90336 -7.36125 -2.32384
H 0.98715 -6.10405 -3.31453
H 1.18526 -3.67084 -2.94334
Cl 0.50077 3.98154 -2.20027
C 0.44044 3.03731 -0.63696
H -0.34452 3.49888 -0.04514
H 1.40379 3.21248 -0.16562
C 4.86490 -3.28248 -1.97974
C 5.19508 -2.02427 -1.18373
C 4.47348 -0.77612 -1.69439
C 2.95272 -0.86523 -1.59829
Ge 1.99821 0.77707 -2.13249
C 1.52224 0.64939 -4.04088
C 2.63028 0.24449 -5.02339
C 3.36521 1.41899 -5.66894
C 4.08019 2.33484 -4.68236
H 5.45489 -4.13578 -1.64020
H 5.07204 -3.13326 -3.04325
H 3.81192 -3.54975 -1.88129
H 6.27582 -1.85146 -1.21124
H 4.93175 -2.18019 -0.13255
H 4.77642 -0.59531 -2.73299
H 4.82327 0.09292 -1.12817
H 2.64986 -1.10666 -0.57581
H 2.55795 -1.66748 -2.22601
H 2.96473 1.95506 -1.85264
H 1.05205 1.58742 -4.34896
H 0.73212 -0.10596 -4.03944
H 2.19441 -0.35801 -5.82692
H 3.36049 -0.40920 -4.53098
H 2.64278 2.00725 -6.24481
H 4.08808 1.02746 -6.39205
H 3.37340 2.84623 -4.02893
H 4.66313 3.09617 -5.20511
H 4.76297 1.76818 -4.04376
C -1.23106 -2.59323 2.26935
C -2.22786 -1.44617 2.37795
C -3.01397 -1.52881 3.68336
C -3.17774 -1.46582 1.18242
O -1.44771 -0.25057 2.41978
Si -1.78863 1.23031 1.77604
O -1.85211 1.33709 0.19887
O -0.58160 2.20719 2.34335
C 0.08649 2.23600 3.59661
C 1.17362 1.16348 3.60053
C 0.71270 3.62240 3.70154
C -0.88996 2.01391 4.74957
O -3.22926 1.65968 2.48704
C -4.10352 2.69946 2.05330
C -3.31610 3.95955 1.69920
C -4.89561 2.21406 0.84284
C -5.03489 2.97562 3.22813
H -1.74540 -3.55766 2.27254
H -0.53635 -2.56253 3.11154
H -0.66322 -2.49883 1.34232
H -3.61088 -2.44365 3.72069
H -3.67658 -0.66602 3.76691
H -2.32734 -1.52619 4.53288
H -3.71392 -2.41874 1.15515
H -2.62111 -1.33442 0.25477
H -3.91136 -0.66132 1.26039
H 1.85580 1.33008 2.76423
H 0.72189 0.17858 3.48626
H 1.74542 1.19299 4.53197
H 1.37498 3.79264 2.85126
H 1.28750 3.72350 4.62509
H -0.06708 4.38628 3.68572
H -1.34597 1.02554 4.68023
H -1.68675 2.75940 4.71900
H -0.36705 2.09469 5.70568
H -2.65821 3.76920 0.84969
H -2.70370 4.27217 2.54744
H -3.99862 4.77204 1.43918
H -4.20741 1.94554 0.04053
H -5.57828 2.99212 0.49194
H -5.48359 1.33337 1.11204
H -4.45871 3.31588 4.09072
H -5.56127 2.06059 3.50581
H -5.77023 3.74151 2.97136

---

88
Properties=species:S:1:pos:R:3 method="wB97M-V/def2-TZVPD" energy_ha=-3038.96932 multiplicity=4 max_force_ha_per_bohr=0.154 s_squared=3.981 total_charge=+1
Cr 0.91006 -1.08633 0.24227
C -1.13271 -1.95314 2.03645
C -0.74284 -2.87886 1.03977
C 1.17672 -2.14480 2.14792
C 0.02151 -1.47008 2.69473
C 0.69382 -3.06205 1.11238
C -2.53290 -1.70537 2.48015
H -3.23024 -1.73182 1.63991
H -2.61056 -0.72659 2.96307
H -2.85674 -2.46156 3.21108
C 0.00957 -0.65218 3.93617
H -0.86327 -0.88956 4.56174
H -0.05609 0.41850 3.69922
H 0.90620 -0.81612 4.54389
C 2.53560 -2.19265 2.77660
H 2.47659 -2.48456 3.84084
H 3.03615 -1.21665 2.71550
H 3.17303 -2.92719 2.26940
C 1.44230 -4.26195 0.62558
H 1.17805 -5.15357 1.21693
H 2.52075 -4.10388 0.69878
H 1.20543 -4.49625 -0.41086
C -1.68643 -3.72466 0.25650
H -2.01911 -4.61798 0.81561
H -1.23335 -4.07551 -0.67797
H -2.58294 -3.14891 -0.01725
C -3.37942 2.82827 -1.09525
C -4.55995 2.79847 -1.72779
C -5.08347 1.77335 -2.68377
C -3.98295 1.06039 -3.52551
C -3.46597 -0.19915 -2.89271
C -3.70169 -0.49754 -1.60594
C -3.15569 0.31553 -0.45659
C -2.48002 1.68667 -0.78124
H -5.76701 2.27795 -3.38194
H -3.13650 1.75366 -3.74090
H -5.69847 1.01633 -2.17650
H -1.72255 1.53248 -1.56774
H -3.03685 3.78491 -0.70037
H -5.26952 3.61595 -1.56904
H -1.87411 1.96107 0.10367
H -3.96408 0.52963 0.25807
H -4.00186 -1.49332 -1.27957
H -2.40076 -0.27596 0.09922
H -4.39620 0.84051 -4.53861
H -2.85134 -0.82779 -3.55583
P -0.25311 0.16015 -2.82083
C -0.36033 1.86200 -3.58399
C -0.28671 -0.56187 -4.58671
P 1.67480 -1.47588 -1.59891
C 1.54038 0.14925 -2.46217
C 0.62483 -2.75272 -2.40642
C 3.34622 -1.93169 -1.97275
H 0.62095 2.35395 -3.50538
H -1.13951 2.47478 -3.12092
H -0.62465 1.77047 -4.64799
H 0.00162 0.20996 -5.31869
H -1.32942 -0.81844 -4.80024
H 0.36091 -1.43472 -4.75458
H 3.84220 -1.06600 -2.43861
H 3.36379 -2.79328 -2.65617
H 3.81821 -2.16231 -1.01595
H 1.75629 0.95322 -1.73150
H 2.19514 0.24279 -3.34144
H 0.67339 -3.68767 -1.82951
H 0.95103 -2.97994 -3.42682
H -0.43443 -2.45538 -2.39001
C 1.01243 3.19855 3.19568
C 1.80446 2.64344 2.03630
C 2.04058 3.76094 1.02161
O 1.00760 1.64351 1.40248
B 1.88167 0.61456 1.03779
O 3.19890 0.82604 1.44869
C 3.13339 1.89055 2.41232
C 4.39261 2.72605 2.29317
C 3.12371 1.30059 3.81901
H 0.76223 2.42826 3.93364
H 0.07141 3.62733 2.83130
H 1.58165 3.99144 3.69556
H 1.07908 4.11246 0.62751
H 2.54059 4.60933 1.50592
H 2.64530 3.42275 0.16939
H 4.35649 3.57398 2.99392
H 5.26488 2.11184 2.54860
H 4.53141 3.10565 1.27540
H 2.26942 0.63684 4.00039
H 4.03683 0.70984 3.97648
H 3.11355 2.09172 4.58442